Record 1
Formula: C4H7NO3
Source: the Open Molecules 2025 dataset
Level of theory: ωB97M-V/def2-TZVPD

Geometry as XYZ:
```
15
Properties=species:S:1:pos:R:3
C -0.1777 0.3577 -0.5275
C -1.5448 0.2304 0.1550
N 0.3685 -0.9388 -0.8886
C 0.8140 1.1242 0.3483
C 0.6008 -1.9005 0.0055
O 0.3200 2.3112 0.7369
O 1.9230 0.7559 0.6187
O 0.3585 -2.0722 1.1556
H 0.9600 2.7462 1.3227
H 1.0315 -1.4958 -1.6409
H -0.2879 0.9290 -1.4541
H 1.2618 -2.6338 -0.7698
H -2.2262 -0.3091 -0.5003
H -1.9546 1.2181 0.3517
H -1.4468 -0.3225 1.0867
```

Output
**SMILES string**: C[C@H](NC=O)C(=O)O
**Kohn-Sham gap**: 10.6 eV
**E_HOMO**: -10.0 eV
**Calculated total energy**: -11893.105 eV

Record 2
Formula: C4H7NO3
Source: the Open Molecules 2025 dataset
Level of theory: ωB97M-V/def2-TZVPD

Geometry as XYZ:
```
15
Properties=species:S:1:pos:R:3
C -1.5377 0.3923 -0.5630
C -0.2258 1.0362 -0.2899
C -1.0723 -0.6943 0.4658
C 0.0272 0.2854 0.8131
N 0.9771 0.0526 1.8525
O 1.7924 0.9281 2.0021
O 0.7913 -0.9590 2.4684
O 1.5472 -0.5634 -1.4206
H -2.3124 1.0908 -0.4359
H -1.8734 -0.0372 -1.4584
H 1.6361 0.4090 -1.6388
H 0.4763 1.5100 -0.9382
H -1.6808 -1.0640 1.3426
H -0.7251 -1.6276 -0.0127
H 2.1800 -0.7587 -2.1870
```

Output
**SMILES string**: O=[N+]([O-])C1=CCC1.O
**Kohn-Sham gap**: 9.5 eV
**E_HOMO**: -9.8 eV
**Calculated total energy**: -11888.120 eV

Record 3
Formula: C4H7NO3S
Source: the Open Molecules 2025 dataset
Level of theory: ωB97M-V/def2-TZVPD

Geometry as XYZ:
```
16
Properties=species:S:1:pos:R:3
C -2.2909 0.5666 0.0147
C 0.6246 -1.1812 -0.5418
C 1.7318 -0.1768 -0.4732
C -0.5705 0.1990 0.9657
N -0.1237 -1.0917 0.6695
O -2.9567 -0.3622 -0.3373
O 0.1990 1.8595 -1.1670
O 1.4444 2.1223 1.0141
S 0.7143 1.2707 0.0953
H -2.7252 1.6349 0.0482
H 0.1095 -0.9589 -1.4381
H 0.9429 -2.2845 -0.5928
H 2.3818 -0.3261 0.4203
H 2.1160 0.1789 -1.2956
H -0.7288 0.4798 1.9230
H -0.8684 -1.9302 0.6949
```

Output
**Kohn-Sham gap**: 9.6 eV
**E_HOMO**: -8.9 eV
**Calculated total energy**: -22725.668 eV

Record 4
Formula: C4H7NO3S2
Source: the Open Molecules 2025 dataset
Level of theory: ωB97M-V/def2-TZVPD

Geometry as XYZ:
```
17
Properties=species:S:1:pos:R:3
C 3.0654 -0.5693 -0.0372
C -2.1426 0.0774 -0.6978
C -2.2995 -0.5544 0.6534
C -0.9701 0.0519 0.2450
N 3.9515 0.2201 0.4535
O 1.8002 -0.6686 0.4346
O -0.1024 -2.4602 0.5182
O 0.4122 -1.4074 -1.6198
S 5.4943 0.3133 -0.0415
S 0.2032 -1.2884 -0.2187
H 3.2817 -1.2047 -0.8985
H -2.1303 -0.5064 -1.5908
H -2.5801 1.1388 -0.9360
H -2.6416 -0.0020 1.4110
H -2.3663 -1.5540 0.6951
H -0.3817 0.8446 0.5244
H 6.0935 0.8758 1.0796
```

Output
**SMILES string**: O=S(=O)(O/C=N/S)C1CC1
**Kohn-Sham gap**: 8.8 eV
**E_HOMO**: -8.4 eV
**Calculated total energy**: -33560.390 eV

Record 5
Formula: C4H7NO4
Source: the Open Molecules 2025 dataset
Level of theory: ωB97M-V/def2-TZVPD

Geometry as XYZ:
```
16
Properties=species:S:1:pos:R:3
C -0.4729 0.5146 0.3702
C 0.6058 -0.2516 0.6665
C -1.8918 0.4756 0.7590
C 1.8861 -0.0248 -0.1007
N -2.0501 -1.0147 0.0213
O -2.4353 -0.9035 -1.0786
O -2.6393 1.3964 0.1148
O 3.0214 -0.3139 0.6414
O 1.8734 -0.7858 -1.2930
H -0.2989 1.1281 -0.4528
H 0.7037 -1.1584 1.2374
H -2.3638 0.4365 1.8498
H 1.9476 1.0104 -0.5368
H -2.6956 1.0196 -0.8454
H 3.7918 -0.3193 0.0073
H 1.0178 -1.2094 -1.3606
```

Output
**SMILES string**: O=N[C@H](O)/C=C/C(O)O
**Kohn-Sham gap (alpha / beta)**: 8.9 / 8.9 eV
**E_HOMO (alpha / beta)**: -9.2 / -9.2 eV
**Calculated total energy**: -13937.099 eV

Record 6
Formula: C4H7NOS
Source: the Open Molecules 2025 dataset
Level of theory: ωB97M-V/def2-TZVPD

Geometry as XYZ:
```
14
Properties=species:S:1:pos:R:3
C 0.2862 -1.4730 -0.2041
C 0.9734 -0.3936 0.2313
C -1.1767 -1.6116 0.0431
C 0.7102 1.9411 0.1251
N 0.5197 0.7536 0.8685
O -1.6901 0.8971 -0.9104
S -1.7539 0.0989 0.3476
H 0.8523 -2.3428 -0.6625
H 1.9711 -0.3125 -0.0877
H -1.8206 -2.1682 -0.6481
H -1.2729 -1.9945 1.0713
H 1.7798 2.0273 0.0279
H 0.2015 1.7679 -0.8336
H 0.4200 2.8102 0.6315
```

Output
**Kohn-Sham gap (alpha / beta)**: 7.6 / 7.8 eV
**E_HOMO (alpha / beta)**: -8.3 / -8.6 eV
**Calculated total energy**: -18630.649 eV

Record 7
Formula: C4H7NOS
Source: the Open Molecules 2025 dataset
Level of theory: ωB97M-V/def2-TZVPD

Geometry as XYZ:
```
14
Properties=species:S:1:pos:R:3
C 0.0018 0.0752 -0.0176
C -0.7311 -0.3365 -1.2606
C 0.3474 -0.8836 0.9365
C 0.8568 -0.5204 2.2657
H 0.7377 1.6361 0.9905
H 0.2117 2.0245 -0.6563
H -0.5192 -1.4486 -1.4362
H -1.8498 -0.2091 -1.1306
H -1.3086 0.3304 -3.4061
H 0.1201 -1.9226 0.7181
H 0.9976 -1.3941 2.9428
N 0.3319 1.3692 0.1144
O 1.0507 0.6289 2.6193
S -0.2471 0.6504 -2.6799
```

Output
**SMILES string**: N/C(=C\C=O)CS
**Kohn-Sham gap**: 9.0 eV
**E_HOMO**: -8.5 eV
**Calculated total energy**: -18633.845 eV

Record 8
Formula: C4H7NOS
Source: the Open Molecules 2025 dataset
Level of theory: ωB97M-V/def2-TZVPD

Geometry as XYZ:
```
14
Properties=species:S:1:pos:R:3
C 2.8376 0.4439 -0.3006
C 0.4150 -0.5801 0.6598
C -0.8023 -0.4281 -0.2877
C -2.1046 -0.0138 0.2432
H 3.6299 0.3593 -1.0707
H 0.6576 0.3380 1.2171
H 0.1916 -1.3549 1.3913
H -0.8079 -1.1559 -1.0478
H -2.1832 0.3096 1.2806
H -3.1561 -0.3647 -0.1249
H -1.8124 1.1481 -1.4596
N -1.3285 0.9291 -0.5831
O 2.5816 1.4264 0.3396
S 1.8817 -1.0568 -0.2573
```

Output
**SMILES string**: O=CSC[C@H]1CN1
**Kohn-Sham gap**: 10.2 eV
**E_HOMO**: -9.4 eV
**Calculated total energy**: -18632.590 eV

Record 9
Formula: C4H7NOS
Source: the Open Molecules 2025 dataset
Level of theory: ωB97M-V/def2-TZVPD

Geometry as XYZ:
```
14
Properties=species:S:1:pos:R:3
C -1.0664 -1.0667 -0.4139
C -0.1367 -0.0817 0.3345
C 1.3656 1.3304 -0.1944
C 1.3582 -0.1531 0.0351
H -2.5562 -1.4689 0.8008
H -0.6739 -2.0883 -0.3082
H -0.9740 -0.8190 -1.4667
H -0.2555 -0.1729 1.4240
H -0.5182 1.9899 0.4906
H 1.7760 1.8698 0.6522
H 1.8248 1.6662 -1.1373
N -0.1302 1.3249 -0.1646
O -2.4253 -0.9515 -0.0274
S 2.4117 -1.3790 -0.0247
```

Output
**SMILES string**: OC[C@@H]1NCC1=S
**Kohn-Sham gap**: 8.5 eV
**E_HOMO**: -8.8 eV
**Calculated total energy**: -18632.478 eV

Record 10
Formula: C4H7NOS
Source: the Open Molecules 2025 dataset
Level of theory: ωB97M-V/def2-TZVPD

Geometry as XYZ:
```
14
Properties=species:S:1:pos:R:3
C 1.3682 1.7951 0.1135
C -0.6884 -0.9693 -0.3065
C -0.7054 0.3137 0.5981
C 0.7617 -0.5848 -0.6565
N 0.4418 0.8537 -0.0193
O 2.4977 1.7712 -0.3310
S 1.8001 -1.7185 0.2721
H 0.9125 2.6471 0.4832
H -0.8873 -1.9637 0.1175
H -1.4165 -0.7743 -1.2365
H -1.6195 0.9485 0.6760
H -0.3703 -0.1179 1.5819
H 1.1308 -0.4508 -1.6312
H 3.0298 -1.0107 0.4357
```

Output
**SMILES string**: O=CN1CC[C@@H]1S
**Kohn-Sham gap**: 10.2 eV
**E_HOMO**: -9.5 eV
**Calculated total energy**: -18632.462 eV

Record 11
Formula: C4H7NOS
Source: the Open Molecules 2025 dataset
Level of theory: ωB97M-V/def2-TZVPD

Geometry as XYZ:
```
14
Properties=species:S:1:pos:R:3
O 0.4990 1.8147 1.9400
C 0.1176 1.0826 1.0663
C 0.4887 1.0903 -0.4044
C 0.3485 -0.3911 -0.7612
S 1.7936 -1.2831 -0.0931
C -0.9376 -0.7328 0.0039
N -0.7928 0.0055 1.2742
H -0.3781 1.5850 -0.8760
H 1.4055 1.6028 -0.6858
H 0.2775 -0.5862 -1.8332
H 1.6940 -2.3664 -0.8708
H -1.0336 -1.8077 0.1749
H -1.8191 -0.3997 -0.5638
H -1.6631 0.3859 1.6290
```

Output
**SMILES string**: O=C1C[C@@H](S)CN1
**Kohn-Sham gap**: 9.9 eV
**E_HOMO**: -9.4 eV
**Calculated total energy**: -18634.394 eV

Record 12
Formula: C4H7NOS
Source: the Open Molecules 2025 dataset
Level of theory: ωB97M-V/def2-TZVPD

Geometry as XYZ:
```
14
Properties=species:S:1:pos:R:3
C -1.8118 -0.1850 -0.9366
C -0.3360 0.0715 -0.5544
C 0.0345 -0.0158 0.8273
C 1.3331 0.2028 1.5202
H -2.3088 0.7372 -1.2475
H -2.3519 -0.4576 0.0512
H -1.8590 -0.9283 -1.8534
H 0.1747 0.0341 -2.6760
H 1.4865 0.2383 -1.3586
H -0.8940 -0.1004 1.4645
H 2.0566 -0.1261 3.0096
N 0.5375 0.0295 -1.6993
O 1.2101 -0.0828 2.7794
S 2.7285 0.5825 0.6736
```

Output
**SMILES string**: C/C(N)=C/C(O)=S
**Kohn-Sham gap**: 8.5 eV
**E_HOMO**: -8.3 eV
**Calculated total energy**: -18632.962 eV

Record 13
Formula: C4H7NOS
Source: the Open Molecules 2025 dataset
Level of theory: ωB97M-V/def2-TZVPD

Geometry as XYZ:
```
14
Properties=species:S:1:pos:R:3
C 0.4484 -0.8890 0.5334
C -0.2559 0.1451 0.9827
C 1.1150 -0.9096 -0.7828
C -1.0089 2.1878 0.7042
N -0.4971 1.1681 0.1906
O -0.2504 -2.6651 -2.0053
S 1.3888 -2.5351 -1.4572
H 0.7446 -1.7056 1.1410
H -0.9059 0.0750 1.8406
H 0.8079 -0.2555 -1.5864
H 2.1187 -0.4078 -0.5115
H -0.1727 -3.3972 -2.6062
H -1.1461 3.1544 0.2295
H -1.3517 2.0323 1.7835
```

Output
**SMILES string**: C=N/C=C\CSO
**Kohn-Sham gap**: 9.1 eV
**E_HOMO**: -8.5 eV
**Calculated total energy**: -18631.417 eV

Record 14
Formula: C4H7NOS2
Source: the Open Molecules 2025 dataset
Level of theory: ωB97M-V/def2-TZVPD

Geometry as XYZ:
```
15
Properties=species:S:1:pos:R:3
C -1.0796 -0.2439 0.4230
C -0.9968 -0.0440 -1.0755
C 0.1601 -0.6977 -0.3452
C 1.4623 -0.0005 -0.1145
H -0.5550 1.6295 1.0898
H -2.0230 1.0734 1.5885
H -1.6425 -1.1095 0.7328
H -0.8839 0.9880 -1.4208
H -1.5094 -0.7304 -1.7316
H 0.8807 -2.4172 0.0623
H 2.7375 1.9231 -0.0066
N -1.0703 0.7931 1.4084
O 0.2517 -2.0575 -0.5883
S 1.5232 1.7034 -0.5283
S 2.7450 -0.8098 0.5061
```

Output
**SMILES string**: N[C@H]1C[C@@]1(O)C(=S)S
**Kohn-Sham gap**: 8.6 eV
**E_HOMO**: -8.9 eV
**Calculated total energy**: -29468.173 eV

Record 15
Formula: C4H7NOS2
Source: the Open Molecules 2025 dataset
Level of theory: ωB97M-V/def2-TZVPD

Geometry as XYZ:
```
15
Properties=species:S:1:pos:R:3
C 0.2846 1.3635 0.7614
C 0.2697 -0.0589 0.3731
C -1.0551 -0.9450 0.6852
C -0.1427 -0.2410 -1.1683
H 0.9178 1.1997 -1.7885
H -0.7473 1.9742 0.8545
H 0.7336 1.4597 1.7848
H 2.3210 -0.6955 0.4890
H -1.9799 -0.6749 1.3892
H -0.8299 -2.2101 0.9321
H -1.6742 -1.7881 -1.2513
N -1.4371 -0.7893 -0.7851
O 1.3840 -0.5836 1.1019
S 1.3003 2.2604 -0.7028
S 0.6551 -0.2710 -2.6752
```

Output
**Kohn-Sham gap**: 7.4 eV
**E_HOMO**: -8.4 eV
**Calculated total energy**: -29464.440 eV

Record 16
Formula: C4H7NOSi
Source: the Open Molecules 2025 dataset
Level of theory: ωB97M-V/def2-TZVPD

Geometry as XYZ:
```
14
Properties=species:S:1:pos:R:3
C 0.9250 -1.2472 -0.0431
C 2.2921 -0.7309 0.0417
C -0.3330 -0.7669 -0.0006
C 2.9256 0.4054 -0.0233
N -0.8707 0.4853 0.2108
O 3.5462 1.3929 -0.0532
Si -2.4848 1.0479 -0.0472
H 0.9469 -2.3249 -0.1561
H 3.0337 -1.5247 0.1242
H -1.1158 -1.5073 -0.1183
H -0.1546 1.1900 0.3396
H -3.3802 -0.0820 0.1818
H -2.6618 2.0952 0.9556
H -2.6686 1.5671 -1.4118
```

Output
**SMILES string**: O=C=C/C=C\N[SiH3]
**Kohn-Sham gap**: 8.2 eV
**E_HOMO**: -7.6 eV
**Calculated total energy**: -15675.041 eV

Record 17
Formula: C4H7NOSi
Source: the Open Molecules 2025 dataset
Level of theory: ωB97M-V/def2-TZVPD

Geometry as XYZ:
```
14
Properties=species:S:1:pos:R:3
C -3.0208 1.3754 1.4250
C -2.2059 0.5771 1.0243
C -1.2697 -0.4020 0.5339
C -0.0875 0.2444 -0.1039
N 2.6820 -0.1288 -1.0578
O -1.5024 -1.5728 0.5835
Si 1.2376 -1.0052 -0.7210
H -3.6500 2.1522 1.7273
H 0.3799 0.8873 0.6761
H -0.5546 0.6986 -0.9964
H 3.3455 -0.0717 -0.3250
H 2.4738 0.7753 -1.4606
H 1.5747 -1.7446 0.3920
H 0.5973 -1.7852 -1.6974
```

Output
**SMILES string**: C#CC(=O)C[SiH2]N
**Kohn-Sham gap**: 10.3 eV
**E_HOMO**: -9.8 eV
**Calculated total energy**: -15674.595 eV